Computed, not measured: a cluster of 13 separate species, C37H108N18O13 in total in a non-equilibrium geometry, with ωB97M-V/def2-TZVPD.

The calculation puts the HOMO energy (alpha / beta) at 0.413 / -6.582 eV. Its spin multiplicity is 2. Its frontier orbital gap (alpha / beta) is 1.479 / 8.378 eV. As for the relative energy (zero: lowest compared OMol25 entry of this formula, charge and spin): 38.48 kcal per mole. As for the expectation value of S²: 0.750. The net charge is -1.

Structure (XYZ):
```
176
Properties=species:S:1:pos:R:3:lowdin_spin:R:1
C -3.151 2.576 4.769 0.004
C -3.507 3.488 5.958 0.005
C -3.128 2.912 7.257 0.005
O -3.839 1.649 7.244 0.009
C -5.264 1.418 7.651 0.007
N -2.709 4.674 5.828 0.004
H -2.171 2.101 4.720 0.003
H -3.235 3.225 3.897 0.001
H -3.886 1.783 4.633 0.001
H -4.520 3.887 6.004 0.002
H -3.350 3.578 8.090 0.001
H -2.040 2.847 7.240 0.001
H -5.565 1.790 8.630 0.001
H -5.468 0.358 7.806 0.002
H -5.949 1.835 6.913 0.001
H -2.878 5.104 4.929 0.002
H -3.071 5.397 6.432 0.002
C 3.682 -0.814 -3.257 0.000
C 4.187 -0.334 -1.916 0.001
C 5.101 -1.341 -1.058 0.002
O 4.268 -2.414 -0.572 0.001
C 4.971 -3.312 0.240 0.008
N 5.124 0.709 -2.207 0.000
H 3.113 -1.729 -3.095 0.000
H 4.479 -1.073 -3.954 0.000
H 3.008 -0.044 -3.634 0.000
H 3.322 -0.039 -1.322 0.000
H 5.497 -0.859 -0.164 0.002
H 5.957 -1.626 -1.670 0.000
H 5.719 -3.779 -0.401 0.001
H 4.341 -4.091 0.669 0.003
H 5.408 -2.780 1.085 0.002
H 4.838 1.027 -3.122 0.000
H 4.826 1.490 -1.641 0.000
C 2.368 1.477 1.614 0.004
C 2.744 2.886 2.154 0.003
C 4.023 2.913 3.129 0.007
O 4.033 4.261 3.571 0.001
C 4.957 4.540 4.606 0.005
N 3.148 3.771 0.983 0.001
H 1.449 1.557 1.032 0.001
H 2.277 0.649 2.318 0.002
H 3.189 1.141 0.981 0.001
H 1.969 3.421 2.704 0.001
H 5.014 2.786 2.693 0.002
H 3.825 2.184 3.915 0.003
H 4.919 5.566 4.971 0.000
H 5.984 4.341 4.300 0.001
H 4.832 3.872 5.459 0.001
H 3.622 4.547 1.425 0.000
H 3.945 3.250 0.646 0.000
C -3.235 3.845 -0.812 0.002
C -2.830 4.285 0.625 0.002
C -2.197 5.759 0.494 0.003
O -0.902 5.726 -0.037 0.001
C -0.060 4.876 0.684 0.002
N -4.074 4.482 1.365 0.002
H -2.343 3.731 -1.428 0.000
H -3.795 4.648 -1.292 0.000
H -3.903 2.984 -0.799 0.000
H -2.137 3.607 1.122 0.001
H -2.164 6.377 1.392 0.002
H -2.834 6.379 -0.137 0.001
H -0.428 4.900 1.709 0.001
H 0.926 5.337 0.742 0.000
H 0.088 3.877 0.273 0.000
H -4.693 5.066 0.821 0.002
H -3.843 5.021 2.187 0.002
C 2.164 -3.005 3.122 0.023
C 2.934 -3.572 4.334 0.012
C 4.035 -2.614 4.823 0.004
O 4.692 -3.262 5.938 0.001
C 5.844 -2.470 6.242 0.007
N 1.977 -3.849 5.345 0.008
H 1.470 -3.695 2.641 0.020
H 2.888 -2.685 2.373 0.001
H 1.630 -2.099 3.408 0.003
H 3.206 -4.585 4.038 0.003
H 3.571 -1.724 5.248 0.002
H 4.692 -2.499 3.961 0.002
H 5.523 -1.567 6.760 0.002
H 6.523 -2.288 5.409 0.002
H 6.290 -2.945 7.116 0.001
H 2.471 -4.083 6.194 0.002
H 1.428 -4.692 5.255 0.015
C -2.280 0.054 2.099 0.024
C -1.731 -1.080 1.171 0.017
C -1.206 -0.806 -0.274 0.003
O -1.079 -1.983 -1.110 0.011
C 0.167 -2.701 -1.180 0.018
N -0.738 -1.828 1.975 0.020
H -2.322 -0.181 3.162 0.013
H -3.331 0.260 1.897 0.003
H -1.750 1.006 2.065 0.001
H -2.585 -1.699 0.895 0.005
H -0.307 -0.192 -0.218 0.001
H -1.773 -0.019 -0.771 0.001
H 0.135 -3.484 -0.422 0.020
H 1.129 -2.202 -1.065 0.000
H 0.230 -3.048 -2.212 0.000
H -0.548 -2.685 1.475 0.016
H -0.903 -1.860 2.971 0.027
C 2.728 3.726 -6.261 0.000
C 3.609 3.519 -4.976 0.000
C 2.818 3.318 -3.630 0.000
O 1.882 2.229 -3.478 0.000
C 1.592 1.801 -2.198 0.000
N 4.364 2.354 -5.163 0.000
H 3.337 3.790 -7.162 0.000
H 2.289 4.723 -6.210 0.000
H 1.991 2.953 -6.475 0.000
H 4.299 4.350 -4.824 0.000
H 2.159 4.139 -3.348 0.000
H 3.639 3.269 -2.915 0.000
H 2.539 1.682 -1.672 0.000
H 0.972 0.905 -2.238 0.000
H 1.034 2.564 -1.655 0.000
H 4.753 2.427 -6.092 0.000
H 3.842 1.490 -5.189 0.000
C 2.801 -4.458 -4.036 0.003
C 1.882 -4.114 -5.269 0.001
C 2.486 -4.329 -6.650 0.000
O 2.873 -5.672 -6.705 0.000
C 2.932 -6.137 -8.061 0.000
N 0.579 -4.860 -5.035 0.001
H 3.053 -5.517 -3.992 0.001
H 2.276 -4.217 -3.111 0.001
H 3.759 -3.939 -4.032 0.000
H 1.473 -3.114 -5.122 0.000
H 3.245 -3.600 -6.932 0.000
H 1.697 -4.075 -7.358 0.000
H 3.554 -7.025 -8.172 0.000
H 3.203 -5.289 -8.690 0.000
H 1.920 -6.453 -8.314 0.000
H 0.337 -5.324 -5.899 0.000
H 0.722 -5.630 -4.397 0.002
C -3.428 -4.600 -4.595 0.005
O -3.542 -4.966 -5.724 0.001
N -2.349 -4.216 -3.988 0.002
N -4.500 -4.297 -3.907 0.002
H -2.142 -4.349 -3.008 0.006
H -1.756 -3.926 -4.752 0.000
H -5.386 -4.737 -4.106 0.003
H -4.278 -4.092 -2.943 0.001
C -4.726 -4.381 0.131 0.111
O -4.809 -4.385 -1.080 0.030
N -5.566 -4.854 0.961 0.064
N -3.608 -3.874 0.697 0.063
H -5.453 -4.702 1.953 0.087
H -6.344 -5.377 0.583 0.021
H -2.948 -3.330 0.159 0.004
H -3.598 -3.719 1.695 0.099
C -4.716 -0.721 -1.450 0.005
O -4.254 0.373 -1.228 0.002
N -5.854 -1.139 -1.161 0.007
N -3.991 -1.738 -1.771 0.002
H -6.480 -0.470 -0.738 0.003
H -6.021 -2.122 -1.322 0.006
H -2.983 -1.669 -1.793 0.001
H -4.465 -2.598 -2.007 0.001
C -2.193 1.084 -4.339 0.001
O -2.132 1.335 -5.511 0.000
N -1.158 1.103 -3.565 0.001
N -3.425 0.839 -3.969 0.000
H -1.386 1.112 -2.581 0.000
H -0.316 1.487 -3.970 0.000
H -4.170 0.813 -4.651 0.000
H -3.462 0.600 -2.988 0.000
C -5.978 1.806 2.539 0.010
O -6.631 0.861 2.971 0.025
N -5.907 3.020 3.014 0.003
N -5.232 1.881 1.453 0.002
H -5.284 3.615 2.488 0.000
H -6.407 3.351 3.827 0.002
H -5.348 1.158 0.757 0.001
H -4.837 2.750 1.125 0.000
```